Entry from the OMol25 dataset: an isolated molecule of C23H33N3O4 (ωB97M-V/def2-TZVPD).

As for the orbital gap: 8.7 eV. As for the relative energy (zero: lowest compared OMol25 entry of this formula, charge and spin): 263.7 kJ/mol. The structure (SMILES) is COc1cc(CN2CCNC(=O)[C@H]2CC(=O)NCCC2=CCCCC2)cc(OC)c1.

Cartesian coordinates (Å):
C (-7.2213, -0.9692, 2.0330)
H (-7.8764, -0.4203, 1.3490)
O (-6.1673, -1.5969, 1.3453)
C (-5.2933, -0.8155, 0.6485)
C (-5.3599, 0.5636, 0.5686)
C (-4.4079, 1.2703, -0.1735)
C (-3.4054, 0.5863, -0.8436)
C (-3.3332, -0.7997, -0.7467)
C (-4.2652, -1.4984, -0.0078)
H (-4.2275, -2.5731, 0.0784)
C (-2.2087, -1.5074, -1.4578)
N (-0.9384, -0.8792, -1.1426)
C (0.1236, -1.1289, -2.0788)
C (0.8015, -2.4791, -1.8079)
N (1.3396, -2.4142, -0.4702)
C (0.8527, -1.5977, 0.4834)
O (1.4762, -1.3890, 1.5117)
C (-0.5400, -1.0180, 0.2493)
C (-0.6888, 0.3137, 1.0149)
H (-0.3166, 0.1641, 2.0290)
C (0.0651, 1.4582, 0.3574)
O (-0.4824, 2.2998, -0.3313)
N (1.3842, 1.4770, 0.6278)
C (2.2545, 2.5473, 0.2030)
H (1.6251, 3.2730, -0.3181)
C (3.3807, 2.0662, -0.7220)
C (4.2285, 1.0016, -0.0703)
C (4.9670, 1.2532, 1.0020)
C (5.8016, 0.2346, 1.7145)
C (6.0020, -1.0203, 0.8712)
C (4.6705, -1.4427, 0.2619)
C (4.1837, -0.3629, -0.6998)
H (4.8100, -0.3552, -1.5998)
H (3.1613, -0.5748, -1.0215)
H (3.9350, -1.5712, 1.0590)
H (4.7839, -2.3934, -0.2668)
H (6.7143, -0.8121, 0.0694)
H (6.4123, -1.8230, 1.4869)
H (5.3011, -0.0288, 2.6528)
H (6.7679, 0.6722, 1.9788)
H (4.9762, 2.2466, 1.4313)
H (3.9946, 2.9331, -0.9764)
H (2.9445, 1.6800, -1.6448)
H (2.6909, 3.0227, 1.0879)
H (1.7853, 0.7415, 1.1931)
H (-1.7442, 0.5807, 1.0442)
H (-1.2138, -1.7375, 0.7421)
H (2.2412, -2.8281, -0.2799)
H (0.0663, -3.2889, -1.8929)
H (1.6104, -2.6700, -2.5165)
H (0.8675, -0.3311, -1.9683)
H (-0.2729, -1.0913, -3.0938)
H (-2.3629, -1.4122, -2.5370)
H (-2.2286, -2.5817, -1.2054)
H (-2.6471, 1.1017, -1.4074)
O (-4.5524, 2.6196, -0.1692)
C (-3.6007, 3.3935, -0.8724)
H (-3.8519, 4.4305, -0.6556)
H (-2.5801, 3.1833, -0.5422)
H (-3.6751, 3.2208, -1.9506)
H (-6.1243, 1.1355, 1.0677)
H (-6.8482, -0.2864, 2.8031)
H (-7.7850, -1.7722, 2.5058)